The following is a DFT calculation (ωB97M-V/def2-TZVPD) of an isolated ion of composition C4H5N2 and charge +1 in a non-equilibrium geometry.

## Properties
gap between HOMO and LUMO (alpha / beta)	0.269 / 0.290	Eh
F_max	3.369	eV Å⁻¹
M	81.10	g mol⁻¹
energy above the lowest of the compared OMol25 structures with the same formula, charge and spin	101.58	kcal per mole
net charge	+1
E_HOMO (alpha / beta)	-15.235 / -15.274	eV

```
11
Properties=species:S:1:pos:R:3:nbo_charge:R:1
C -1.7495 0.7088 -0.2305 -0.377
C -1.5311 -0.7403 -0.1697 0.190
C -0.5749 1.1013 0.1615 0.455
C 0.5638 0.0732 0.5470 0.006
N -0.3115 -0.9498 0.1708 -0.215
N 1.6771 0.0600 -0.3451 -0.725
H -2.5613 1.3001 -0.5804 0.300
H -2.1235 -1.5039 -0.4969 0.241
H 0.9048 -0.0564 1.6142 0.313
H 1.3537 -0.0223 -1.3937 0.405
H 2.3102 0.8233 -0.1371 0.407
```